(1)
Molecular formula: C4H8BN3O2
Method: DFT, ωB97M-V/def2-TZVPD

```
! RIJCOSX wB97M-V def2-TZVPD def2/J DEFGRID3
* xyz 0 1
C -2.384 -1.655 -0.844
N -0.953 -1.949 -0.735
C -0.121 -1.090 -0.415
N 1.193 -1.418 -0.322
C 2.167 -0.502 -0.002
O 3.335 -0.710 -0.063
N 1.738 0.719 0.357
B 0.370 1.186 0.334
C -0.153 2.540 0.936
O -0.479 0.179 -0.011
H -2.880 -2.468 -0.374
H -2.554 -0.692 -0.463
H -2.679 -1.758 -1.942
H 1.672 -2.337 -0.630
H 2.447 1.382 0.544
H -0.862 3.171 0.464
H 0.831 2.973 1.280
H -0.688 2.429 1.885
*
```

Properties
Energy above the lowest of the compared OMol25 structures with the same formula, charge and spin (kJ/mol): 73.9
E_LUMO (eV): 0.38
HOMO-LUMO gap (eV): 9.73
Highest occupied orbital energy (eV): -9.34

Formally, the Mulliken partial charges of the atoms, in units of the elementary charge, are as follows: atom 1 (C): -0.783, atom 2 (N): -0.521, atom 3 (C): 0.639, atom 4 (N): -0.118, atom 5 (C): 0.383, atom 6 (O): -0.630, atom 7 (N): -0.146, atom 8 (B): 0.443, atom 9 (C): -0.885, atom 10 (O): -0.591, atom 11 (H): 0.268, atom 12 (H): 0.336, atom 13 (H): 0.249, atom 14 (H): 0.285, atom 15 (H): 0.191, atom 16 (H): 0.362, atom 17 (H): 0.207, atom 18 (H): 0.311

=====

(2)
Molecular formula: C4H8Br2O
Method: DFT, ωB97M-V/def2-TZVPD

```
! RIJCOSX wB97M-V def2-TZVPD def2/J DEFGRID3
* xyz 0 1
C -2.155 -0.210 -0.200
C 1.014 -2.027 -0.009
C -0.664 -0.482 -0.287
C 1.371 1.636 0.458
O -0.075 -1.490 0.288
Br -0.205 2.043 1.602
Br 1.000 2.195 -1.340
H -2.668 -1.084 0.246
H -2.530 0.241 -1.190
H -2.274 0.639 0.462
H 1.804 -1.473 -0.545
H 1.556 -2.815 0.465
H 1.585 0.636 0.448
H -0.115 0.081 -1.107
H 2.356 2.110 0.707
*
```

Properties
Energy above the lowest of the compared OMol25 structures with the same formula, charge and spin (kJ/mol): 401.1
E_LUMO (spin up / spin down) (eV): 0.25 / 0.27
HOMO-LUMO gap (spin up / spin down) (eV): 7.36 / 7.53
Highest occupied orbital energy (spin up / spin down) (eV): -7.11 / -7.27

Formally, the Mulliken partial charges of the atoms, in units of the elementary charge, are as follows: atom 1 (C): -0.839, atom 2 (C): -0.524, atom 3 (C): -0.107, atom 4 (C): -0.223, atom 5 (O): -0.284, atom 6 (Br): -0.066, atom 7 (Br): -0.095, atom 8 (H): 0.281, atom 9 (H): 0.258, atom 10 (H): 0.195, atom 11 (H): 0.260, atom 12 (H): 0.266, atom 13 (H): 0.073, atom 14 (H): 0.437, atom 15 (H): 0.369

=====

(3)
Molecular formula: C4H8Br2O
Method: DFT, ωB97M-V/def2-TZVPD

```
! RIJCOSX wB97M-V def2-TZVPD def2/J DEFGRID3
* xyz 0 1
C 1.017 -0.057 1.954
C -1.213 -0.011 -2.034
C 1.349 -0.027 0.416
C -1.272 0.132 -0.513
O 0.621 0.873 -0.298
Br -2.307 1.487 0.273
Br -1.361 -1.494 0.362
H 0.847 0.984 2.162
H 0.186 -0.609 1.996
H 1.926 -0.435 2.492
H -0.543 -0.740 -2.333
H -2.284 -0.317 -2.335
H -0.736 0.954 -2.378
H 1.334 -1.013 -0.144
H 2.436 0.272 0.383
*
```

Properties
Energy above the lowest of the compared OMol25 structures with the same formula, charge and spin (kJ/mol): 246.4
E_LUMO (eV): -0.17
HOMO-LUMO gap (eV): 9.08
Highest occupied orbital energy (eV): -9.26

Formally, the Mulliken partial charges of the atoms, in units of the elementary charge, are as follows: atom 1 (C): -0.893, atom 2 (C): -1.051, atom 3 (C): -0.370, atom 4 (C): 0.289, atom 5 (O): -0.491, atom 6 (Br): 0.009, atom 7 (Br): -0.021, atom 8 (H): 0.257, atom 9 (H): 0.269, atom 10 (H): 0.331, atom 11 (H): 0.338, atom 12 (H): 0.333, atom 13 (H): 0.342, atom 14 (H): 0.302, atom 15 (H): 0.358

=====

(4)
Molecular formula: C4H8BrClN
Method: DFT, ωB97M-V/def2-TZVPD

```
! RIJCOSX wB97M-V def2-TZVPD def2/J DEFGRID3
* xyz 1 1
C 1.982 -0.634 0.225
C 3.032 0.076 -0.058
C -0.511 0.170 -1.341
C -0.014 0.652 -0.050
N -0.674 0.146 1.223
Cl 4.674 -0.439 -0.062
Br 0.389 2.507 0.018
H 1.643 -1.623 0.465
H 2.919 0.930 -0.762
H 0.328 0.528 -1.998
H -0.625 -0.962 -1.263
H -1.437 0.566 -1.540
H -1.569 0.692 1.570
H 0.169 0.285 1.888
H -0.889 -0.788 0.991
*
```

Properties
Energy above the lowest of the compared OMol25 structures with the same formula, charge and spin (kJ/mol): 367.2
E_LUMO (spin up / spin down) (eV): -4.63 / -4.63
HOMO-LUMO gap (spin up / spin down) (eV): 8.75 / 8.75
Highest occupied orbital energy (spin up / spin down) (eV): -13.38 / -13.38

Formally, the Mulliken partial charges of the atoms, in units of the elementary charge, are as follows: atom 1 (C): -0.058, atom 2 (C): -0.200, atom 3 (C): -1.022, atom 4 (C): -0.325, atom 5 (N): -0.242, atom 6 (Cl): -0.101, atom 7 (Br): 0.053, atom 8 (H): 0.378, atom 9 (H): 0.255, atom 10 (H): 0.341, atom 11 (H): 0.312, atom 12 (H): 0.451, atom 13 (H): 0.394, atom 14 (H): 0.451, atom 15 (H): 0.314

=====

Which of these has the highest energy above the lowest of the compared OMol25 structures with the same formula, charge and spin? number 2